1.
Molecular formula: C4H6N2S2
Method: DFT, the ωB97M-V functional and the def2-TZVPD basis

Results
total energy	-1061.80364	hartree
SMILES	S=CN1C[C@@H]1/C=N/S
lowest unoccupied orbital energy	0.012	Eh
HOMO	-0.31481	hartree
multiplicity	1

Element x y z (Å)
1 C -0.108 -1.165 0.709
2 C 0.714 -0.097 0.039
3 C 0.337 0.371 -1.329
4 C 0.595 2.471 0.228
5 H -2.834 -3.017 -0.052
6 H 0.260 -1.490 1.663
7 H 1.776 -0.159 0.453
8 H -0.615 -0.082 -1.712
9 H 1.107 0.503 -2.077
10 H 0.589 3.193 -0.585
11 N -1.129 -1.700 0.142
12 N 0.248 1.225 -0.180
13 S -1.919 -2.969 0.926
14 S 0.979 2.917 1.775

***

2.
Molecular formula: C4H6N2S2
Method: DFT, the ωB97M-V functional and the def2-TZVPD basis

Results
total energy	-1061.79970	hartree
SMILES	C=NNC(C=S)C=S
lowest unoccupied orbital energy	-0.046	Eh
HOMO	-0.33001	hartree
multiplicity	1

Element x y z (Å)
1 C 0.958 -2.015 1.780
2 C 0.360 0.196 0.145
3 C -1.099 -0.069 0.545
4 C 0.272 1.222 -0.953
5 H 1.114 -2.922 2.337
6 H 0.620 -1.143 2.288
7 H 1.057 -1.187 -1.234
8 H 0.874 0.650 1.033
9 H -1.531 -0.908 -0.018
10 H -0.129 2.164 -0.634
11 N 1.190 -2.078 0.528
12 N 1.079 -0.976 -0.250
13 S -1.958 0.794 1.577
14 S 0.656 1.001 -2.503

***

3.
Molecular formula: C4H6N3O
Method: DFT, the ωB97M-V functional and the def2-TZVPD basis

Results
total energy	-395.12093	hartree
lowest unoccupied orbital energy (alpha / beta)	-0.224 / -0.225	Eh
HOMO (alpha / beta)	-0.48588 / -0.48539	hartree
multiplicity	1
total charge	+1

Element x y z (Å)
1 C -0.862 -0.296 1.748
2 C 0.052 -1.390 1.612
3 C 0.904 0.189 -0.398
4 C -1.537 0.365 -0.493
5 N -1.640 0.270 0.875
6 N -0.177 0.684 -0.939
7 N 2.137 0.367 -0.805
8 O 0.516 -2.408 1.401
9 H -0.887 -0.110 2.788
10 H -1.771 -0.468 -1.090
11 H -2.136 1.193 -0.662
12 H 0.061 0.999 -1.869
13 H 2.894 -0.279 -0.516
14 H 2.446 0.883 -1.653

***

4.
Molecular formula: C4H6N3O2
Method: DFT, the ωB97M-V functional and the def2-TZVPD basis

Results
total energy	-470.33878	hartree
SMILES	CN(N=O)/[NH+]=C\C=C=O
lowest unoccupied orbital energy	-0.175	Eh
HOMO	-0.51726	hartree
multiplicity	1
total charge	+1

Element x y z (Å)
1 C -0.943 0.919 -1.740
2 C -1.394 -0.113 -0.877
3 C 0.206 1.616 -1.780
4 C 0.868 -1.012 1.837
5 N -0.894 -0.694 0.158
6 N 0.349 -0.431 0.608
7 N 1.011 0.540 -0.029
8 O 0.962 2.355 -2.112
9 O 2.083 0.953 0.271
10 H -1.655 1.241 -2.584
11 H -2.445 -0.346 -1.054
12 H 1.597 -0.246 2.171
13 H 0.087 -1.268 2.680
14 H 1.392 -1.963 1.735
15 H -1.222 -1.552 0.715

***

5.
Molecular formula: C4H6N3OTl
Method: DFT, the ωB97M-V functional and the def2-TZVPD basis

Results
total energy	-567.16899	hartree
lowest unoccupied orbital energy (alpha / beta)	-0.357 / -0.490	Eh
HOMO (alpha / beta)	-0.61329 / -0.63010	hartree
multiplicity	1
total charge	+2

Element x y z (Å)
1 Tl 1.265 0.249 0.399
2 N -1.027 -3.136 6.402
3 C -0.749 -2.967 5.256
4 N -0.474 -2.839 4.047
5 C -0.064 -2.076 3.110
6 N 0.278 -1.453 2.191
7 C -1.833 1.779 -2.746
8 C -1.736 0.304 -2.775
9 O -1.119 -0.269 -1.709
10 H -1.843 2.191 -3.757
11 H -1.055 2.248 -2.144
12 H -2.806 2.065 -2.308
13 H -1.194 -0.061 -3.729
14 H -2.721 -0.220 -2.959
15 H -1.226 -1.245 -1.734

***

6.
Molecular formula: C4H6N3S
Method: DFT, the ωB97M-V functional and the def2-TZVPD basis

Results
total energy	-718.35968	hartree
lowest unoccupied orbital energy (alpha / beta)	0.131 / 0.131	Eh
HOMO (alpha / beta)	-0.08435 / -0.08434	hartree
multiplicity	1
total charge	-1

Element x y z (Å)
1 C -0.217 0.132 3.332
2 C -0.693 -0.187 0.800
3 C 0.353 1.035 -1.189
4 C -0.508 -0.192 -0.690
5 N -1.151 0.960 2.749
6 N -1.319 0.664 1.475
7 N 0.352 -0.865 2.674
8 S 1.566 -1.774 3.171
9 H 0.208 0.381 4.314
10 H 0.277 1.038 -2.382
11 H 1.482 0.917 -1.076
12 H 0.068 1.971 -0.867
13 H -0.049 -1.108 -1.015
14 H -1.413 -0.045 -1.257